No. 1
6
Properties=species:S:1:pos:R:3:forces:R:3:nbo_charge:R:1 method="wB97M-V/def2-TZVPD" de_lowest_kj_mol=0.0 gap_ev=8.868 homo_energy_ev=-9.16 smiles="I/C=C/I" e_tot_ha=-672.7473
I 0.308 1.444 -2.016 0.0 0.0 0.3 0.104
I -0.467 -1.596 1.976 0.2 0.8 -0.7 0.084
C -0.474 -0.040 0.439 -0.3 -1.6 1.2 -0.329
C 0.568 0.151 -0.333 0.2 0.6 -1.5 -0.365
H 1.580 -0.276 -0.490 -1.1 0.0 1.1 0.258
H -1.515 0.316 0.425 1.0 0.3 -0.4 0.247


No. 2
72
Properties=species:S:1:pos:R:3:forces:R:3:lowdin_spin:R:1 method="wB97M-V/def2-TZVPD" s2=0.755 de_lowest_kj_mol=136.7 gap_ev="7.056 / 6.486" spin_multiplicity=2 homo_energy_ev="-3.57 / -3.57" charge=-2 e_tot_ha=-7671.7214
Cs -0.531 0.352 1.575 0.1 0.1 0.2 0.018
As -3.999 2.490 -0.032 -0.2 0.1 -0.1 0.000
As 0.312 4.005 1.406 -0.2 0.0 0.1 0.408
S -0.505 -2.636 3.493 -0.3 0.1 0.2 0.000
S 0.876 -3.288 0.154 0.1 0.5 0.0 0.000
F -2.262 2.264 -0.123 0.0 0.0 0.1 0.002
F -4.193 1.633 -1.530 0.1 0.0 0.1 0.000
F -3.791 3.380 1.453 0.0 -0.1 -0.1 0.000
F -5.718 2.720 0.063 0.1 0.1 0.0 0.000
F -3.802 3.987 -0.914 -0.1 -0.1 0.1 0.000
F -4.139 1.007 0.867 0.2 0.1 -0.1 0.000
O 0.879 -1.882 0.565 -0.1 -0.4 -0.1 0.000
O 2.034 -3.612 -0.670 -0.1 -0.1 0.0 0.000
O -0.385 -3.747 -0.407 -0.1 0.1 0.0 0.000
O -1.077 -3.158 4.726 0.0 0.1 -0.1 0.000
O -1.502 -2.389 2.458 0.1 -0.1 -0.2 0.001
O 0.379 -1.492 3.713 0.1 -0.2 -0.1 0.000
O 1.157 2.249 5.129 0.1 0.0 0.0 0.056
N -0.104 3.376 3.446 0.0 -0.1 0.1 0.193
N -1.029 -0.422 -1.631 0.0 0.0 0.2 0.000
N -2.707 -2.050 -1.788 0.1 -0.1 0.1 0.000
N 1.217 0.679 -2.768 -0.1 -0.1 -0.1 0.000
N 2.532 1.015 0.394 0.1 0.0 -0.1 0.002
N 0.362 -0.121 -3.513 0.1 0.1 0.0 0.000
C 1.835 5.063 1.956 0.0 0.1 0.0 0.025
C 0.544 2.787 4.274 0.0 0.2 -0.2 0.053
C 3.587 1.857 -1.584 0.1 0.1 0.0 0.000
C 1.110 -4.243 1.667 0.0 -0.1 0.0 0.000
C -0.699 -0.600 -2.969 0.0 0.0 0.2 0.000
C 0.845 -4.914 3.958 0.0 0.0 0.0 0.000
C -1.499 -1.484 -5.187 0.0 0.0 0.0 0.000
C -3.303 -3.065 -5.263 0.0 0.0 -0.1 0.000
C 4.420 2.656 -0.822 0.0 0.0 0.0 0.000
C 0.590 3.893 -0.553 0.1 -0.1 -0.1 0.175
C 2.198 -6.246 2.508 0.0 0.0 -0.1 0.000
C 1.654 -6.018 3.757 0.0 0.0 0.1 0.000
C -1.184 5.219 1.446 -0.1 0.0 0.0 0.024
C 0.554 -4.009 2.934 0.1 -0.1 0.0 0.000
C 1.923 -5.362 1.480 0.0 0.0 0.0 0.000
C 4.300 2.620 0.561 0.0 0.0 0.0 0.000
C 2.651 1.052 -0.936 0.0 -0.1 -0.1 0.000
C -2.591 -2.163 -3.157 0.0 0.0 -0.2 0.000
C -2.337 -2.303 -5.920 0.0 0.0 0.1 0.000
C 1.716 0.200 -1.702 -0.2 0.0 0.0 0.000
C -1.915 -1.188 -1.108 0.0 0.1 0.0 0.000
C -3.437 -2.997 -3.892 0.0 0.0 0.0 0.000
C 3.345 1.780 1.115 0.0 0.1 0.1 0.002
C -1.609 -1.411 -3.801 0.1 0.0 0.0 0.000
H -4.191 -3.578 -3.377 0.0 0.0 0.0 0.000
H -2.078 -1.177 -0.030 -0.2 -0.1 -0.3 0.000
H -2.241 -2.353 -6.996 0.0 0.0 0.0 0.000
H 3.635 1.845 -2.663 0.0 0.0 0.0 0.000
H 1.630 5.485 2.938 0.0 0.0 0.0 -0.001
H 0.717 4.903 -0.951 0.0 0.0 0.1 0.023
H -0.285 3.417 -0.990 0.0 0.0 0.0 0.001
H -3.960 -3.711 -5.832 0.0 0.0 0.0 0.000
H 4.934 3.225 1.196 0.0 0.0 0.0 0.000
H 3.217 1.721 2.192 0.0 0.0 0.0 0.000
H -0.732 -0.890 -5.666 0.0 0.0 0.0 0.000
H -3.218 -2.741 -1.266 0.0 0.0 0.0 0.000
H 1.455 -0.767 -1.272 0.1 0.0 0.0 0.000
H 2.837 -7.104 2.330 0.0 0.0 0.0 0.000
H -1.619 5.204 2.441 0.0 0.0 0.0 0.000
H 1.855 -6.696 4.580 0.0 0.0 0.0 0.000
H 5.157 3.295 -1.292 0.0 0.0 0.0 0.000
H 2.017 5.856 1.229 0.0 0.0 0.0 0.006
H 2.346 -5.507 0.497 0.0 0.0 0.0 0.000
H -0.844 6.224 1.188 0.0 0.0 0.0 0.007
H -1.926 4.877 0.728 0.0 0.0 0.0 0.000
H 2.710 4.420 2.016 0.0 0.0 0.0 0.001
H 0.406 -4.725 4.925 0.0 0.0 0.0 0.000
H 1.472 3.294 -0.754 0.1 0.0 -0.1 0.001


No. 3
110
Properties=species:S:1:pos:R:3:forces:R:3:lowdin_charge:R:1 method="wB97M-V/def2-TZVPD" gap_ev=5.962 homo_energy_ev=-1.44 charge=-3 e_tot_ha=-7886.7200
S 4.770 -1.753 -1.806 -1.4 1.3 1.9 0.672
S 0.727 -2.061 0.573 5.2 -3.6 2.7 0.658
S 1.567 2.114 4.936 -1.4 -1.5 -1.9 0.703
S 1.292 4.112 -1.884 -0.1 -1.4 1.9 0.565
S -6.615 -0.336 -2.191 0.1 0.9 -1.3 0.713
S -1.977 -5.105 5.727 0.1 0.3 -1.3 0.769
S -0.693 -0.221 0.639 -6.2 8.0 -2.4 0.495
S 3.373 -1.776 -4.059 -3.1 5.7 1.0 0.622
S 3.565 5.004 -2.618 2.9 -2.4 -0.7 0.685
F 0.121 6.292 -3.084 -0.4 -1.4 -1.1 0.092
F 1.310 5.017 -4.484 0.1 1.0 -0.3 0.106
F 7.196 -2.928 -2.558 -0.1 0.3 0.2 0.087
F 6.607 -1.226 -3.735 0.4 0.5 -1.0 0.125
F 4.086 4.970 0.007 -1.5 1.4 2.0 0.127
F 2.285 -2.303 0.331 -0.9 0.7 -0.4 -0.167
F 0.963 -2.764 -4.417 -1.0 -0.2 -1.0 0.121
F -0.699 1.298 -0.010 -0.3 -0.6 1.0 -0.210
F 2.333 -4.237 -3.649 0.0 -0.5 0.0 0.123
F -0.472 4.186 -3.790 -1.0 1.3 0.2 0.085
F 5.572 4.043 -1.012 0.5 1.8 -1.5 0.076
F 5.411 6.289 -1.061 1.1 1.1 0.0 0.168
F 7.365 -0.925 -1.765 0.9 0.7 0.9 0.153
F 1.514 -2.726 -2.408 -1.2 0.4 3.7 0.191
O 0.464 2.989 -1.620 -1.5 -0.7 -0.8 -0.316
O 0.146 -3.141 -0.201 -0.5 1.9 0.8 -0.274
O 4.992 1.724 0.743 1.4 2.0 -0.6 -0.054
O -0.372 -4.911 5.509 -1.4 -0.5 2.4 -0.218
O 2.808 6.230 -2.790 0.1 -0.4 0.8 -0.351
O -0.689 0.066 2.037 -0.5 -1.0 0.3 -0.266
O -2.208 -6.381 6.437 0.3 3.3 -1.6 -0.276
O 0.751 -2.241 2.092 -1.1 0.8 -4.0 -0.337
O 4.476 -3.171 -1.574 0.2 0.7 -1.4 -0.358
O 1.395 2.450 3.504 0.1 -0.3 3.0 -0.303
O -3.813 -2.337 1.119 -1.3 -0.2 0.0 -0.079
O 1.243 5.040 -0.744 0.8 0.1 -1.7 -0.345
O 4.305 -2.733 -4.536 1.4 -0.5 -1.0 -0.324
O 1.081 0.143 -2.471 -0.5 -0.6 0.1 -0.084
O -4.428 -5.060 0.430 -1.1 0.4 -0.5 -0.112
O 4.625 4.829 -3.596 -0.4 -0.2 -0.2 -0.365
O 2.771 2.420 5.639 1.0 0.6 0.4 -0.348
O 1.603 1.650 -4.375 -1.4 -1.0 0.2 -0.097
O -2.166 -5.331 4.066 -1.5 -0.2 2.0 -0.211
O 2.574 1.116 -0.479 0.5 0.7 0.7 -0.096
O -7.856 0.062 -1.565 -0.2 -0.2 1.3 -0.392
O 2.809 -0.619 -4.801 0.2 -3.6 -1.9 -0.351
O -6.546 -1.748 -2.657 0.7 2.4 1.0 -0.374
O 4.884 -1.028 -0.568 0.8 0.3 0.0 -0.349
O -1.927 -0.652 -0.070 2.4 -1.0 1.9 -0.298
O -2.632 -3.819 6.086 1.6 -3.5 -0.4 -0.270
N 3.644 -0.744 -2.789 4.1 -5.5 1.6 -0.199
N 2.711 3.381 -2.401 0.2 6.6 0.4 -0.150
N 0.669 -0.436 -0.029 0.0 -6.8 2.4 -0.239
C -1.120 -4.743 3.333 2.3 0.6 -0.1 -0.180
C 3.829 1.689 1.492 -2.0 -2.4 0.6 -0.266
C -0.125 0.364 -3.107 0.5 1.8 -2.2 -0.260
C 2.556 1.979 0.668 1.7 -0.7 -1.8 -0.193
C 4.766 5.170 -1.081 -1.8 -4.3 -0.7 -0.675
C -4.295 1.337 -2.334 -2.4 0.1 -0.7 -0.170
C 1.143 0.304 5.176 0.2 1.4 -1.6 -0.189
C -0.134 0.322 6.008 -0.7 -1.0 0.4 -0.227
C 1.946 -2.965 -3.550 2.2 0.9 -3.1 -0.746
C 6.634 -1.693 -2.511 -2.5 -1.3 -0.2 -0.677
C 0.514 5.036 -3.428 0.9 -1.7 1.4 -0.622
C 0.374 0.844 -4.474 0.7 0.9 -2.1 -0.225
C -5.040 0.473 -1.327 -0.4 -1.9 0.3 -0.171
C 0.162 2.683 5.950 -0.7 -0.1 -0.4 -0.232
C -5.077 -2.720 0.574 0.6 -2.1 1.3 -0.217
C -0.955 1.609 5.726 1.6 0.6 -1.1 -0.184
C -0.166 -4.103 4.371 -0.3 0.2 -0.9 -0.189
C -5.440 1.977 -3.258 -0.3 -1.2 -0.3 -0.175
C -5.495 -4.201 1.015 2.0 -0.3 -1.2 -0.161
C -6.497 0.828 -3.625 2.2 -0.4 1.2 -0.220
H 3.735 2.196 2.453 0.8 0.8 0.1 0.087
H -3.188 -2.520 0.413 0.5 0.3 0.2 0.058
H -5.992 0.084 -4.242 0.0 0.6 -1.0 0.077
H 1.885 1.797 -5.281 0.2 -0.1 0.0 0.074
H -1.240 1.655 4.674 0.2 -0.2 -0.3 0.108
H 1.891 0.478 -0.257 0.8 0.3 -0.5 -0.039
H -0.042 3.712 5.653 -0.2 -0.1 0.0 0.097
H 3.860 0.621 1.707 -1.3 -0.5 0.8 0.109
H -5.092 2.320 -4.233 0.6 -0.1 0.1 0.094
H 0.478 2.639 6.992 0.2 0.1 -0.1 0.090
H 0.370 0.008 -5.173 1.5 -0.8 0.3 0.083
H 1.584 1.799 1.127 0.4 0.6 0.8 0.095
H -5.886 2.877 -2.836 -0.3 -0.3 0.5 0.096
H -6.455 -4.404 0.541 0.0 -0.3 -0.3 0.094
H -0.726 1.215 -2.787 -0.1 -0.2 1.2 0.090
H -0.735 -0.522 -3.284 -0.2 -0.3 0.2 0.113
H -4.925 -2.854 -0.497 -0.6 0.2 -0.2 0.107
H -4.442 -0.344 -0.923 0.1 -0.2 -0.3 0.065
H -1.910 1.812 6.210 0.4 -0.4 0.8 0.105
H -0.449 -3.068 4.561 0.3 0.0 0.1 0.118
H 0.989 0.006 4.139 -0.7 0.0 -0.2 0.078
H 0.884 -4.255 4.121 -0.2 0.5 -0.2 0.139
H 0.082 0.249 7.074 0.2 0.3 0.2 0.103
H -3.773 2.073 -1.722 0.4 0.0 -0.6 0.125
H -5.880 -2.018 0.798 0.2 0.2 0.1 0.109
H -1.383 -3.982 2.598 -0.6 -0.3 0.1 0.126
H -3.663 0.717 -2.969 0.3 0.3 0.3 0.117
H 0.905 -0.288 -1.632 0.1 0.2 -0.5 -0.003
H -0.206 1.469 -5.152 -1.6 0.7 0.9 0.091
H -7.470 1.143 -4.001 0.1 -0.2 0.3 0.091
H -5.531 -4.653 2.007 -0.3 1.5 0.7 0.104
H -0.665 -0.612 5.824 -0.4 0.1 -0.3 0.102
H -5.360 0.984 -0.418 -0.6 0.3 -0.4 0.103
H 5.618 1.127 1.160 -0.1 0.0 -0.3 0.078
H -3.938 -5.499 1.129 -0.1 0.3 0.1 0.059
H -0.514 -5.527 2.879 -0.5 -0.2 -0.4 0.132
H 2.009 -0.319 5.400 0.0 0.4 1.0 0.104
H 2.680 2.979 0.253 -0.5 0.2 0.4 0.079


No. 4
16
Properties=species:S:1:pos:R:3:forces:R:3:nbo_charge:R:1 method="wB97M-V/def2-TZVPD" de_lowest_kj_mol=6.8 gap_ev=10.536 homo_energy_ev=-9.56 smiles="CC(=O)C(C)C" e_tot_ha=-271.7500
O -0.904 -1.534 -1.001 0.1 0.4 0.0 -0.546
C 0.554 -0.011 0.147 0.0 0.0 0.0 -0.325
C -1.319 0.750 -1.496 0.0 0.0 -0.1 -0.724
C -0.581 -0.380 -0.812 -0.1 -0.2 -0.1 0.610
C -0.045 0.689 1.384 0.0 0.0 0.1 -0.601
C 1.392 -1.251 0.456 0.0 0.0 0.0 -0.608
H -0.349 1.714 1.145 0.0 -0.2 0.0 0.210
H -0.922 0.160 1.774 0.2 0.0 -0.1 0.212
H -1.904 1.320 -0.765 0.1 -0.1 -0.1 0.234
H 0.748 -2.118 0.624 0.1 0.1 0.1 0.232
H -1.997 0.330 -2.242 0.1 0.1 0.1 0.238
H 0.694 0.747 2.191 -0.1 0.0 -0.2 0.218
H 2.035 -1.104 1.329 -0.1 0.1 -0.1 0.205
H 1.187 0.731 -0.359 -0.1 -0.1 0.0 0.208
H -0.621 1.446 -1.972 -0.1 -0.1 0.1 0.225
H 2.032 -1.488 -0.402 -0.1 0.0 0.1 0.213


No. 5
15
Properties=species:S:1:pos:R:3:forces:R:3:nbo_charge:R:1 method="wB97M-V/def2-TZVPD" de_lowest_kj_mol=154.7 gap_ev=10.372 homo_energy_ev=-10.10 smiles="C/C=N/C=O.C" e_tot_ha=-287.7735
O 2.969 -1.046 0.567 -0.2 0.4 -0.1 -0.541
N 1.328 0.315 -0.376 -0.1 -0.4 -0.2 -0.526
C -0.547 -0.485 -1.683 0.0 0.0 0.0 -0.685
C -1.514 0.811 1.321 0.0 0.0 0.0 -0.861
C 2.364 -0.002 0.531 0.2 -0.4 0.1 0.530
C 0.585 -0.661 -0.725 0.1 0.2 0.0 0.220
H -1.974 -0.065 0.854 0.1 0.2 0.1 0.203
H -1.397 -1.117 -1.405 0.2 0.1 0.0 0.227
H 2.594 0.837 1.209 0.0 -0.1 -0.1 0.120
H -1.244 0.570 2.351 -0.1 0.1 -0.1 0.214
H -0.860 0.561 -1.723 0.1 -0.2 0.0 0.239
H -2.220 1.643 1.306 0.0 -0.1 0.1 0.216
H 0.756 -1.663 -0.311 0.0 0.1 0.0 0.177
H -0.617 1.092 0.768 -0.2 0.0 0.1 0.223
H -0.224 -0.791 -2.685 0.0 0.0 0.1 0.244


No. 6
19
Properties=species:S:1:pos:R:3:forces:R:3:nbo_charge:R:1 method="wB97M-V/def2-TZVPD" de_lowest_kj_mol=108.8 gap_ev=10.319 homo_energy_ev=-9.38 smiles=CC[C@@]1(C)C[C@H]1O e_tot_ha=-311.0178
O -0.720 2.038 0.637 0.1 0.2 -0.2 -0.704
C 1.083 -0.219 0.547 0.0 0.0 0.1 -0.392
C -1.458 -0.227 1.109 -0.1 -0.1 0.2 -0.431
C -0.357 -0.392 0.083 0.1 0.0 0.0 -0.080
C 1.989 0.548 -0.422 0.0 0.0 -0.1 -0.598
C -1.223 0.846 0.100 -0.2 -0.2 -0.1 0.077
C -0.657 -1.440 -0.975 0.0 0.0 0.0 -0.599
H -2.344 -0.848 1.010 0.2 0.1 0.0 0.213
H -1.945 0.978 -0.708 0.1 0.0 0.2 0.173
H -1.179 0.016 2.131 0.0 0.0 -0.1 0.226
H -0.185 -1.244 -1.945 0.0 0.1 0.2 0.207
H 1.522 -1.204 0.755 -0.1 0.1 0.0 0.203
H 1.073 0.324 1.497 0.0 -0.1 -0.1 0.217
H -0.334 -2.432 -0.633 0.0 0.2 0.0 0.211
H 2.997 0.647 -0.004 -0.1 -0.1 -0.1 0.212
H 2.079 0.061 -1.399 -0.1 0.0 0.1 0.202
H -1.739 -1.503 -1.144 0.2 0.1 0.0 0.209
H 1.614 1.564 -0.589 0.1 -0.2 0.0 0.186
H -0.214 2.490 -0.050 -0.1 0.0 0.1 0.468


no.,strongest force on any atom (eV/Å)
1,2.1
2,0.5
3,10.4
4,0.5
5,0.5
6,0.3